Entry 1:
Here is C6H10IN in the gas phase from OMol25. Energies are from ωB97M-V/def2-TZVPD.

Positions of all 18 atoms, in Å:
C 0.43916 0.78201 -1.74911
C -1.07904 -1.85094 -1.58017
C -1.51340 -0.07522 0.19167
C 2.22381 1.80003 2.49761
C -0.47809 -1.03084 -0.39920
C 0.68236 -0.27261 -0.88378
N 0.18848 1.71139 -2.41144
I 2.07135 0.39591 0.73406
H -0.93999 -2.96670 -1.44219
H -2.14055 -1.61018 -1.52003
H -0.60743 -1.51695 -2.52968
H -2.47260 -0.60646 0.29583
H -1.80932 0.56378 -0.59168
H -1.17549 0.32474 1.04803
H 1.23364 1.74713 2.99784
H 3.22945 1.39646 2.79755
H 2.19366 2.86712 2.19677
H -0.04601 -1.65867 0.34794

E   -15970.145 eV
E_HOMO (alpha / beta)   -8.0 / -8.0 eV
Gap between HOMO and LUMO (alpha / beta)   6.8 / 6.8 eV

=====

Entry 2:
Here is a molecular structure, CH5ClN2 from OMol25. Energies are from ωB97M-V/def2-TZVPD.

Positions of all 9 atoms, in Å:
C 0.50488 -0.09835 -0.08086
N -0.21731 1.20521 -1.24667
N 0.07428 -1.27279 0.87740
Cl -0.49121 -0.73539 2.40771
H -0.64700 -1.69155 0.32533
H 1.14537 -0.60206 -0.81059
H 1.19495 0.58154 0.48038
H -0.42882 1.92144 -0.55286
H -1.13515 0.69196 -1.39984

E   -16617.295 eV
E_HOMO   -9.7 eV
Gap between HOMO and LUMO   10.3 eV

=====

Entry 3:
Here is C22H31N3O6S in the gas phase from OMol25. Energies are from ωB97M-V/def2-TZVPD.

Positions of all 63 atoms, in Å:
C 3.47492 1.28259 -4.90019
O 4.19989 1.09722 -3.70261
C 4.62325 2.27305 -3.10239
C 5.23872 1.89892 -1.74338
N 4.23450 1.40783 -0.84243
C 4.30923 0.19756 -0.26444
O 5.27772 -0.54052 -0.33080
C 3.09910 -0.18630 0.53312
C 3.17384 -1.38096 1.18096
N 2.20041 -1.91505 1.94068
C 2.40663 -3.19844 2.57172
C 1.02469 -1.22234 2.11771
C -0.01278 -1.72582 2.91951
C -1.17547 -1.00895 3.08387
C -1.32891 0.22564 2.46532
S -2.88195 1.11014 2.65308
O -2.60605 2.51379 2.68039
O -3.58979 0.51867 3.75093
N -3.73609 0.79011 1.26858
C -3.28161 1.47170 0.08367
C -4.33832 -0.52308 1.16413
C -5.75459 -0.44172 0.58721
C -6.41917 -1.81364 0.65953
C -5.59681 -2.84872 -0.10287
C -4.17160 -2.90759 0.43951
C -3.51269 -1.53252 0.36011
C -0.32871 0.74034 1.68123
C 0.85803 0.02677 1.48642
C 1.89797 0.61561 0.62545
O 1.71627 1.69001 0.05308
O 5.55584 2.91668 -3.94412
C 5.68311 4.30212 -3.75146
H 4.08694 1.77952 -5.65715
H 3.20050 0.28768 -5.24231
H 2.56975 1.87560 -4.71869
H 3.75793 2.95718 -2.94067
H 5.73363 2.78013 -1.32024
H 5.97299 1.10453 -1.89542
H 3.35391 1.91184 -0.75470
H 4.08912 -1.94884 1.07384
H 2.35417 -3.10615 3.65818
H 1.65604 -3.91668 2.23667
H 3.39101 -3.57355 2.30200
H 0.09124 -2.67528 3.41761
H -1.97860 -1.37568 3.70310
H -4.10331 1.56590 -0.62496
H -2.44044 0.96307 -0.40122
H -2.96792 2.46505 0.39552
H -4.41321 -0.86548 2.20067
H -6.32853 0.29195 1.15365
H -5.71145 -0.11415 -0.45333
H -7.42589 -1.75853 0.24111
H -6.50616 -2.11649 1.70482
H -6.06574 -3.83093 -0.01892
H -5.56917 -2.58130 -1.16165
H -4.19275 -3.23778 1.48037
H -3.58608 -3.63169 -0.13129
H -3.46537 -1.21750 -0.68443
H -2.49245 -1.57868 0.74928
H -0.42985 1.70950 1.21839
H 6.34125 4.65609 -4.54239
H 4.71137 4.80558 -3.82979
H 6.12750 4.54199 -2.77956

E   -50908.066 eV
E_HOMO   -8.8 eV
Structure (SMILES)   COC(CNC(=O)c1cn(C)c2ccc(S(=O)(=O)N(C)C3CCCCC3)cc2c1=O)OC
Gap between HOMO and LUMO   8.7 eV

=====

Entry 4:
Here is a molecular structure, C9H9NSi from OMol25. Energies are from ωB97M-V/def2-TZVPD.

Positions of all 20 atoms, in Å:
C -3.47159 0.14450 0.17697
C -2.90605 -0.89958 -0.58003
C -2.64048 1.14055 0.64948
C -1.53808 -0.94189 -0.76233
C -1.31151 1.11716 0.43629
C -0.71567 0.12985 -0.33237
C 3.33357 -0.70703 0.73494
C 2.50419 -1.24279 -0.19576
C 3.33423 0.74629 0.77533
N 2.69942 1.36930 -0.12060
Si 1.68775 0.28029 -1.07716
H -4.53259 0.33834 0.32909
H -3.42961 -1.95226 -0.71512
H -3.07657 1.85274 1.32411
H -1.15283 -1.92532 -1.31965
H -0.59860 1.95066 0.89647
H 4.02087 -1.06176 1.53420
H 2.23252 -2.21266 -0.56266
H 4.11960 1.27027 1.28385
H 1.44141 0.60334 -2.47506

E   -18842.749 eV
E_HOMO   -9.0 eV
Gap between HOMO and LUMO   8.3 eV

=====

Entry 5:
Here is a molecular structure, C28H49BFeN12O4P from OMol25. Energies are from ωB97M-V/def2-TZVPD.

Positions of all 96 atoms, in Å:
Fe -0.37071 -0.14311 -0.07445
C -1.41484 -3.40259 2.81028
C -0.82685 -2.95944 1.62195
N -1.15362 -1.69527 1.37581
N -1.94156 -1.29931 2.39384
C -2.11824 -2.30564 3.26556
B -2.56441 0.11135 2.40113
N -1.44020 1.17006 2.53041
C -1.22588 2.03434 3.53394
C -0.06849 2.74101 3.26453
C 0.36905 2.21979 2.04492
N -0.46306 1.27679 1.60997
N -3.30465 0.31364 1.06816
C -4.61608 0.51341 0.86043
C -4.83908 0.55709 -0.50061
C -3.57200 0.36776 -1.05777
N -2.65294 0.21877 -0.10838
H -1.34664 -4.37532 3.26442
H -0.19013 -3.49628 0.93643
H -2.73657 -2.17228 4.13738
H -3.32062 0.22383 3.32364
H -1.90782 2.08512 4.36609
H 0.38652 3.51127 3.86180
H 1.23542 2.48214 1.45629
H -5.29244 0.61229 1.69272
H -5.77364 0.70744 -1.01097
H -3.28960 0.34766 -2.09882
N -1.61599 5.39529 -0.05384
C -1.46179 5.25834 -1.39567
O -1.47202 6.20012 -2.16000
C -1.24938 3.86144 -1.91351
C -1.41728 3.63197 -3.27274
C -1.21517 2.35439 -3.75898
C -0.83482 1.35954 -2.87410
N -0.65750 1.56693 -1.56997
C -0.86993 2.80209 -1.10857
H -1.81017 6.32054 0.29086
H -1.78238 4.61523 0.55581
H -1.70040 4.45755 -3.91221
H -1.34228 2.12430 -4.80731
H -0.67043 0.35069 -3.22573
H -0.72149 2.92893 -0.04735
C -1.78862 -2.56389 -1.76350
O -0.64823 -1.71184 -1.57438
H -1.46648 -3.58558 -1.96523
H -2.41199 -2.19971 -2.58060
H -2.35448 -2.53246 -0.83801
H -0.09108 -1.69788 -2.35889
C 3.96257 1.09557 2.35712
N 3.96953 0.07537 1.31265
C 4.43019 0.59637 0.02846
P 2.76525 -1.05739 1.29225
O 1.43969 -0.63780 0.75426
N 2.57083 -1.52756 2.85367
C 3.68294 -2.01179 3.65722
C 1.36332 -1.23578 3.61854
N 3.41268 -2.22777 0.31763
C 2.50486 -3.17034 -0.32268
C 4.74554 -2.77655 0.53107
H 4.98306 1.44355 2.52343
H 3.58008 0.68806 3.28978
H 3.34806 1.95826 2.07973
H 5.36112 1.14480 0.17994
H 3.69362 1.26995 -0.42496
H 4.61514 -0.22376 -0.66112
H 4.60383 -2.03565 3.07964
H 3.47922 -3.01706 4.03368
H 3.84565 -1.35542 4.51792
H 0.59735 -0.82581 2.96695
H 1.58224 -0.51061 4.41025
H 0.98029 -2.14780 4.07972
H 1.56697 -2.67662 -0.56314
H 2.30691 -4.04409 0.30955
H 2.96293 -3.52491 -1.24947
H 5.41834 -2.00752 0.90446
H 5.13452 -3.14039 -0.42278
H 4.73973 -3.61753 1.23248
O 1.73868 -0.17180 -2.14004
C 2.05627 -0.29977 -3.30992
C 2.56354 -1.59134 -3.88967
C 4.10255 -1.48350 -3.76570
C 4.76119 -0.23336 -4.38149
C 4.58511 1.09851 -3.62340
C 3.18918 1.75749 -3.73011
N 2.18455 0.77696 -4.16690
H 2.27463 -1.69974 -4.93797
H 2.20222 -2.45101 -3.32585
H 4.53838 -2.36971 -4.22926
H 4.35452 -1.52688 -2.70091
H 4.45922 -0.12704 -5.42964
H 5.83328 -0.43462 -4.41643
H 5.33209 1.80240 -3.99358
H 4.83010 0.92359 -2.57370
H 3.18695 2.57348 -4.45034
H 2.87011 2.16495 -2.77265
H 2.39276 0.46723 -5.10589

E   -100256.738 eV
⟨S²⟩   6.01
Total charge   +1
E_HOMO (alpha / beta)   -11.2 / -10.7 eV
Multiplicity   5
Gap between HOMO and LUMO (alpha / beta)   9.4 / 8.8 eV

=====

Entry 6:
Here is C5H9N in the gas phase from OMol25. Energies are from ωB97M-V/def2-TZVPD.

Positions of all 15 atoms, in Å:
C 2.20009 -0.52503 -0.09948
C 0.96997 0.42239 0.05712
C -0.35884 -0.34554 0.18845
C -1.60386 0.54058 -0.03597
C -2.91527 -0.03216 -0.06927
N -3.96233 -0.56336 -0.02975
H 3.05333 0.16402 -0.41848
H 2.09517 -1.21389 -1.01539
H 2.43435 -1.03415 0.85344
H 0.87727 1.10149 -0.79304
H 1.14372 1.07589 0.93630
H -0.41355 -1.18985 -0.53653
H -0.52794 -0.85967 1.16464
H -1.51249 1.16478 -0.97179
H -1.47962 1.29449 0.76973

E   -6820.405 eV
E_HOMO   -11.3 eV
Structure (SMILES)   CCCCC#N
Gap between HOMO and LUMO   12.1 eV

=====

Short version: maximum force = 4.9; 5.1; 1.2; 4.7; 0.8; 3.9 eV Å⁻¹, in the order given.
Short version: energy relative to the best compared isomer or geometry (same formula, charge and spin) = 373.9; 307.8; 181.0; 223.8; 42.4; 56.9 kJ/mol, in the order given.